Version P
8
Properties=species:S:1:pos:R:3:lowdin_charge:R:1 method="wB97M-V/def2-TZVPD" orbital_gap_ev="9.31 / 9.31" lumo_energy_ev="-1.0 / -1.0"
Cl -0.36 1.83 0.84 0.493
Cl -1.68 0.60 -1.33 0.563
N 0.88 -0.02 -0.87 0.078
C -0.28 0.32 -0.24 -1.447
C -0.24 -0.85 0.60 0.076
H 0.42 -0.87 1.49 0.104
H 1.65 0.68 -0.58 0.103
H -0.38 -1.70 0.10 0.032

=====

Version Q
8
Properties=species:S:1:pos:R:3:lowdin_charge:R:1 method="wB97M-V/def2-TZVPD" orbital_gap_ev="7.56 / 8.53" lumo_energy_ev="-0.6 / 0.1"
Cl 2.49 0.76 0.34 0.545
Cl 0.48 -2.31 0.27 0.527
N -1.71 -0.61 0.03 0.030
C 0.94 1.31 0.00 -0.553
C -0.49 -0.86 0.01 -0.685
H 0.05 1.36 0.67 0.012
H 0.84 1.45 -1.13 0.036
H -2.60 -1.11 -0.19 0.088

=====

Version R
8
Properties=species:S:1:pos:R:3:lowdin_charge:R:1 method="wB97M-V/def2-TZVPD" orbital_gap_ev=10.86 lumo_energy_ev=0.8
Cl -1.38 -1.99 0.07 0.393
Cl 2.63 -0.55 -0.35 0.744
N 0.33 -0.13 1.04 0.020
C 0.01 0.93 0.03 -0.181
C 1.16 0.05 0.12 -0.881
H -1.85 -1.05 -0.63 -0.243
H -0.76 0.75 -0.70 0.037
H -0.14 1.99 0.43 0.110

=====

In terms of stability, version R leads; the second structure lies 0.664 eV higher.

=====

Version P
8
Properties=species:S:1:pos:R:3:lowdin_charge:R:1 method="wB97M-V/def2-TZVPD" orbital_gap_ev=9.94 lumo_energy_ev=0.4
Cl 1.46 1.81 0.00 0.797
Cl 1.48 -1.80 0.00 0.804
O -3.06 -0.01 0.00 0.197
O -1.07 -1.11 0.00 0.101
O -1.08 1.10 0.00 0.100
C 0.24 -0.67 0.00 -0.743
C -1.88 -0.01 0.00 -0.517
C 0.23 0.67 0.00 -0.739

=====

Version Q
8
Properties=species:S:1:pos:R:3:lowdin_charge:R:1 method="wB97M-V/def2-TZVPD" orbital_gap_ev=9.81 lumo_energy_ev=0.4
Cl 2.24 -1.51 0.27 0.751
Cl -1.36 -2.12 -0.46 0.825
O -0.55 2.51 -0.16 0.178
O -1.22 0.34 -0.01 0.135
O 0.97 0.78 0.24 0.069
C 0.80 -0.54 0.22 -0.723
C -0.50 -0.77 -0.03 -0.798
C -0.37 1.32 -0.06 -0.438

=====

In terms of stability, version P leads; the second structure lies 0.626 eV higher.

=====

Version P
70
Properties=species:S:1:pos:R:3:lowdin_charge:R:1 method="wB97M-V/def2-TZVPD" orbital_gap_ev=9.80 lumo_energy_ev=0.4
O -0.15 -4.35 2.71 -0.091
O 3.07 3.41 1.81 -0.180
O 0.43 2.31 -2.65 -0.074
O -5.34 -3.43 -3.21 -0.081
O -1.57 2.80 1.99 -0.197
O 4.18 -1.05 -0.21 -0.084
O 0.48 -3.09 0.06 -0.085
O 2.94 -3.19 -1.52 -0.096
N -1.73 1.95 -0.73 0.044
N 2.49 1.11 -0.97 0.041
C -2.34 4.26 -1.33 -0.057
C -2.09 2.83 3.31 -0.098
C 4.21 4.08 2.35 -0.095
C 1.45 1.01 1.24 -0.043
C -0.53 -2.13 -0.18 -0.304
C -3.20 -2.35 -3.66 -0.101
C 2.17 1.87 0.25 -0.411
C 3.43 2.47 0.85 -0.235
C -2.35 3.53 1.08 -0.227
C 1.46 -6.01 2.13 -0.080
C 0.00 -5.74 2.37 -0.318
C -4.51 -2.32 -2.91 -0.326
C -0.09 -1.24 -1.33 -0.076
C -1.71 3.37 -0.28 -0.427
H 2.11 -3.08 -1.03 -0.021
H 3.62 -0.28 -0.50 0.002
H 0.48 0.66 0.89 0.049
H -0.38 2.01 -2.18 -0.004
H 4.05 2.92 0.06 0.127
H -3.34 -2.19 -4.74 0.074
H -3.40 3.16 1.05 0.133
H 5.08 -0.73 -0.15 0.043
H -1.08 -4.13 2.80 0.090
H 1.61 -6.98 1.66 0.079
H -5.63 -3.38 -4.12 0.079
H 4.82 3.35 2.89 0.090
H -0.37 -6.35 3.20 0.110
H -1.48 -2.63 -0.40 0.108
H -2.41 4.59 1.38 0.134
H 1.73 1.16 -1.64 0.045
H -3.11 2.45 3.35 0.089
H -0.60 -6.02 1.50 0.112
H -5.04 -1.39 -3.15 0.109
H -2.54 -1.53 -3.40 0.061
H -4.29 -2.38 -1.84 0.105
H 2.00 -6.05 3.07 0.078
H -2.66 -3.29 -3.53 0.079
H -1.45 2.20 3.93 0.088
H -2.08 3.85 3.71 0.090
H 0.20 -3.71 0.74 0.050
H 1.49 2.70 -0.01 0.127
H 3.51 -2.50 -1.15 -0.016
H 4.00 1.65 1.31 0.133
H -0.60 -0.28 -1.36 0.044
H -0.31 -1.70 -2.30 0.074
H 4.78 4.58 1.57 0.086
H -1.30 1.43 0.04 0.058
H -2.70 1.64 -0.72 0.094
H 1.92 -5.22 1.52 0.078
H 3.28 1.52 -1.45 0.090
H -0.66 3.66 -0.14 0.135
H -0.67 -1.52 0.72 0.103
H 2.05 0.13 1.48 0.089
H -2.20 5.32 -1.10 0.084
H 0.10 2.87 -3.36 0.041
H -1.92 4.10 -2.32 0.067
H -3.42 4.09 -1.39 0.084
H 0.99 -1.16 -1.29 0.061
H 1.34 1.57 2.18 0.083
H 3.83 4.77 3.09 0.087

=====

Version Q
70
Properties=species:S:1:pos:R:3:lowdin_charge:R:1 method="wB97M-V/def2-TZVPD" orbital_gap_ev=9.86 lumo_energy_ev=0.6
O 2.16 1.84 3.67 -0.130
O 1.05 -2.29 2.21 -0.155
O 1.87 -3.62 -2.22 -0.216
O 1.75 -0.78 -2.04 -0.150
O 3.66 2.85 1.46 -0.119
O -3.74 2.75 -2.68 -0.177
O 0.45 3.25 1.84 -0.176
O -2.67 1.12 2.20 -0.181
N -0.18 -4.47 0.68 0.053
N -1.35 1.15 -0.43 0.060
C 1.80 -3.16 3.01 -0.197
C 0.03 -4.02 -0.69 -0.377
C 1.27 0.07 -3.15 -0.112
C 4.84 3.05 0.71 -0.131
C -0.72 -2.68 -0.96 -0.039
C -2.49 0.38 -2.58 -0.049
C -2.08 1.53 -1.71 -0.411
C 1.88 0.47 3.25 -0.099
C -3.23 2.41 -1.46 -0.274
C 1.57 -3.91 -0.86 -0.186
C -0.62 3.81 2.62 -0.151
C -4.74 3.74 -2.66 -0.091
C 3.27 -3.66 -2.44 -0.113
C -3.98 0.63 2.19 -0.205
H -0.38 -4.72 -1.42 0.132
H -2.32 1.23 1.25 0.045
H -0.48 4.96 2.49 0.097
H 1.48 0.49 2.25 0.068
H 0.93 2.63 2.43 0.019
H 1.92 -3.17 -0.22 0.095
H 3.82 -2.83 -1.87 0.115
H 0.68 0.95 -2.76 0.067
H -1.29 2.07 -2.27 0.135
H -5.45 3.50 -1.97 0.048
H -2.91 3.32 -0.92 0.133
H -2.47 0.50 -3.65 0.082
H 5.45 3.80 1.13 0.059
H 2.78 -0.13 3.30 0.069
H 0.64 -0.53 -3.86 0.094
H -1.13 -4.64 0.86 0.068
H -0.45 -2.32 -2.00 0.083
H 1.37 -3.28 3.98 0.057
H 2.18 0.42 -3.66 0.074
H -0.67 0.45 -0.77 0.063
H 4.63 3.24 -0.35 0.085
H -4.73 1.42 1.93 0.074
H -4.22 0.14 3.16 0.078
H -1.80 -2.79 -0.97 0.075
H 2.03 -4.90 -0.53 0.144
H 3.66 -4.68 -2.17 0.098
H 1.96 -4.19 2.66 0.069
H -0.42 -1.92 -0.29 0.055
H 1.75 -1.66 -2.40 0.004
H 3.53 -3.51 -3.51 0.091
H -5.17 3.86 -3.67 0.103
H 2.86 -2.72 3.16 0.095
H 2.95 3.40 1.15 0.060
H 0.69 -2.86 1.47 0.033
H -1.59 3.55 2.18 0.045
H 0.23 -5.37 0.79 0.075
H -0.60 3.40 3.71 0.115
H 2.79 2.26 3.15 -0.007
H -4.31 4.70 -2.26 0.106
H -3.49 -0.02 -2.37 0.094
H -1.81 -0.42 -2.39 0.037
H -4.01 1.92 -0.80 0.150
H -4.07 -0.17 1.43 0.070
H -0.84 1.99 -0.06 0.094
H 5.35 2.07 0.76 0.092
H 1.10 0.12 3.93 0.091

=====

In terms of stability, version P leads; the second structure lies 3.543 eV higher.

=====

Version P
25
Properties=species:S:1:pos:R:3:lowdin_charge:R:1 method="wB97M-V/def2-TZVPD" orbital_gap_ev=7.94 lumo_energy_ev=0.2
O -3.06 0.45 0.76 0.231
O -1.80 2.41 0.68 0.152
N 2.91 0.77 -0.81 0.026
N 2.97 0.33 0.49 -0.010
C 0.62 0.82 0.84 -0.106
C -1.60 -1.85 -1.16 -0.035
C 0.21 -1.98 0.50 -0.053
C -0.62 -1.16 -0.21 -0.177
C 1.72 -0.22 0.99 -0.177
C 1.81 1.23 -1.31 -0.116
C -0.56 0.37 0.09 -0.125
C 0.53 1.25 -0.62 -0.101
C 1.48 -1.53 0.97 -0.028
B -1.87 1.02 0.51 -0.612
H 3.83 -0.22 0.51 0.130
H -1.23 -1.30 -2.08 0.111
H -1.41 -2.93 -1.08 0.071
H 0.13 -3.06 0.34 0.109
H -2.70 -1.66 -0.95 0.092
H 0.10 2.20 -0.77 0.117
H 0.50 1.51 1.66 0.151
H -2.63 2.88 0.56 0.109
H 2.31 -2.16 0.95 0.095
H -3.46 1.05 1.31 0.064
H 1.81 1.81 -2.16 0.080

=====

Version Q
25
Properties=species:S:1:pos:R:3:lowdin_charge:R:1 method="wB97M-V/def2-TZVPD" orbital_gap_ev=8.12 lumo_energy_ev=0.0
O 1.74 -0.43 3.17 0.253
O 1.24 1.84 2.39 0.225
N -2.69 -2.45 0.75 0.015
N -3.09 -1.35 0.36 0.033
C 0.34 0.12 -0.33 -0.286
C -1.36 -0.24 1.41 -0.029
C -0.96 0.17 -1.21 -0.111
C -1.44 -2.58 1.30 -0.089
C -2.43 -0.18 0.56 -0.244
C -0.72 -1.47 1.55 -0.058
C 1.33 -0.78 -1.11 -0.042
C -2.31 0.77 -0.56 -0.083
C 0.09 -0.29 1.13 -0.114
B 1.25 0.53 2.40 -0.547
H 1.67 -0.58 -2.10 0.073
H -1.27 -0.82 -1.37 0.081
H 0.83 -1.82 -1.24 0.125
H 2.41 -0.44 3.77 0.061
H 1.35 2.26 3.25 0.126
H -0.72 0.54 -2.22 0.121
H 0.77 1.14 -0.27 0.144
H 2.11 -0.84 -0.54 0.007
H -2.05 1.77 -0.40 0.092
H -1.23 -3.70 1.42 0.120
H -3.22 0.74 -1.22 0.125

=====

In terms of stability, version P leads; the second structure lies 2.557 eV higher.